Below is a cluster of 2 separate species, C3H2ClNO in total, with properties calculated with ωB97M-V with the def2-TZVPD basis set.

energy relative to the best compared isomer or geometry (same formula, charge and spin): 41.3 kcal/mol
SMILES string: O=C=CCl.C#N
orbital gap: 9.40 eV
HOMO energy: -9.36 eV
charge: 0
energy: -19200.852 eV

```
8
C3H2ClNO | the Open Molecules 2025 dataset | ωB97M-V with the def2-TZVPD basis set
O 3.14 -1.44 0.47
C 2.14 -1.21 -0.05
C 0.96 -0.94 -0.50
Cl 0.49 0.77 -0.38
H 0.50 -1.61 -1.12
C -2.50 1.56 0.55
N -2.77 0.83 -0.31
H -1.97 2.04 1.33
```



Below is the molecule C3H2ClNO2, with properties calculated with ωB97M-V with the def2-TZVPD basis set.

energy relative to the best compared isomer or geometry (same formula, charge and spin): 96.4 kcal/mol
SMILES string: O=c1ccon1Cl
orbital gap: 7.41 eV
HOMO energy: -9.72 eV
charge: 0
energy: -21246.584 eV

```
9
C3H2ClNO2 | the Open Molecules 2025 dataset | ωB97M-V with the def2-TZVPD basis set
O 0.84 -2.07 0.01
C 0.38 -0.96 0.00
C -1.01 -0.48 0.02
C -0.98 0.87 0.00
O 0.27 1.34 -0.03
N 1.06 0.22 -0.03
Cl 3.05 0.63 -0.01
H -1.85 -1.14 0.04
H -1.77 1.60 0.00
```



Below is a structure of composition C3H2CsFO2, with properties calculated with ωB97M-V with the def2-TZVPD basis set.

expectation value of S²: 0.760
energy relative to the best compared isomer or geometry (same formula, charge and spin): 52.0 kcal/mol
orbital gap (spin up / spin down): 8.30 / 6.05 eV
multiplicity: 2
HOMO energy (spin up / spin down): -12.08 / -11.81 eV
charge: +1
energy: -10493.970 eV

```
9
C3H2CsFO2 | the Open Molecules 2025 dataset | ωB97M-V with the def2-TZVPD basis set
O -0.23 0.50 2.66
H -0.21 -1.02 -1.27
O 0.74 0.79 -0.74
C -0.32 0.04 -0.78
C -0.89 -0.50 0.47
C -0.67 0.11 1.66
F -1.55 -1.67 0.52
Cs 4.27 1.30 -1.07
H -1.13 0.44 -1.45
```



Below is a structure of composition C3H2EuO4, with properties calculated with ωB97M-V with the def2-TZVPD basis set.

expectation value of S²: 15.759
energy relative to the best compared isomer or geometry (same formula, charge and spin): 0.0 kcal/mol
orbital gap (spin up / spin down): 9.10 / 12.74 eV
multiplicity: 8
HOMO energy (spin up / spin down): -18.54 / -22.00 eV
charge: +2
energy: -30644.670 eV

```
10
C3H2EuO4 | the Open Molecules 2025 dataset | ωB97M-V with the def2-TZVPD basis set
O 3.77 -0.34 0.99
C 2.65 -0.25 0.75
Eu -0.32 -0.09 0.50
C -0.23 -1.51 -1.60
C -0.11 2.06 -0.84
O -0.40 -2.21 -2.51
O -0.23 3.07 -1.38
O -2.72 -0.08 0.67
H -3.33 -0.78 0.36
H -3.30 0.70 0.76
```



Below is a cluster of 2 separate species, C3H2F2O in total, with properties calculated with ωB97M-V with the def2-TZVPD basis set.

energy relative to the best compared isomer or geometry (same formula, charge and spin): 117.4 kcal/mol
orbital gap (spin up / spin down): 7.02 / 7.01 eV
HOMO energy (spin up / spin down): -9.42 / -9.41 eV
charge: 0
energy: -10619.884 eV

```
8
C3H2F2O | the Open Molecules 2025 dataset | ωB97M-V with the def2-TZVPD basis set
C 0.63 0.06 -0.66
C 1.01 -0.06 0.64
C -0.61 0.52 -0.13
O -0.24 0.43 1.16
F -1.66 1.14 -0.53
F -1.98 -1.62 -0.13
H 1.04 -0.12 -1.63
H 1.82 -0.34 1.28
```



Below is the molecule C3H2F2O2, with properties calculated with ωB97M-V with the def2-TZVPD basis set.

energy relative to the best compared isomer or geometry (same formula, charge and spin): 49.1 kcal/mol
SMILES string: O=C(F)/C(F)=C/O
orbital gap (spin up / spin down): 8.61 / 8.61 eV
HOMO energy (spin up / spin down): -9.07 / -9.07 eV
charge: 0
energy: -12670.941 eV

```
9
C3H2F2O2 | the Open Molecules 2025 dataset | ωB97M-V with the def2-TZVPD basis set
O 2.79 0.21 0.01
C 1.64 0.56 -0.03
F 1.29 1.89 0.02
C 0.50 -0.37 -0.06
F 0.88 -1.64 -0.02
C -1.04 0.01 0.06
O -1.92 -0.98 0.02
H -1.24 1.04 0.32
H -2.89 -0.72 -0.32
```



Below is a cluster of 2 separate species, C3H2F4O in total, with properties calculated with ωB97M-V with the def2-TZVPD basis set.

energy relative to the best compared isomer or geometry (same formula, charge and spin): 74.6 kcal/mol
orbital gap (spin up / spin down): 8.48 / 9.00 eV
HOMO energy (spin up / spin down): -8.75 / -9.26 eV
charge: 0
energy: -16056.824 eV

```
10
C3H2F4O | the Open Molecules 2025 dataset | ωB97M-V with the def2-TZVPD basis set
C -1.32 1.02 -1.21
C 1.15 0.07 0.08
C 0.35 -0.81 0.95
O -1.89 1.90 -0.69
F 1.94 -0.33 -0.87
F 0.99 -1.11 2.13
F 0.13 -1.98 0.30
F -0.81 -0.30 1.32
H -1.67 0.45 -2.16
H 1.13 1.09 0.14
```



Below is a structure of composition C3H2FHgO2, with properties calculated with ωB97M-V with the def2-TZVPD basis set.

expectation value of S²: 0.758
energy relative to the best compared isomer or geometry (same formula, charge and spin): 20.3 kcal/mol
orbital gap (spin up / spin down): 9.01 / 6.52 eV
multiplicity: 2
HOMO energy (spin up / spin down): -8.96 / -9.14 eV
charge: 0
energy: -14127.393 eV

```
9
C3H2FHgO2 | the Open Molecules 2025 dataset | ωB97M-V with the def2-TZVPD basis set
F -1.67 1.18 1.26
O 1.25 -0.81 -0.41
O -1.84 -0.95 0.65
C 0.67 0.16 -1.04
C -0.56 0.66 -0.64
C -1.26 0.09 0.48
H 0.93 0.31 -2.10
H -0.84 1.64 -1.02
Hg 2.89 -0.78 0.51
```